ORCA calculation (wB97M-V/def2-TZVPD) on a cluster of 2 separate species, C27H27 in total at a distorted geometry.

CARTESIAN COORDINATES (ANGSTROEM)
C: 4.32549 1.73539 -4.54313
C: 3.86367 1.82705 -3.11537
C: 4.43653 2.92408 -2.28006
C: 2.97923 0.91384 -2.61332
C: 2.47332 0.87034 -1.27653
C: 1.57946 -0.08621 -0.89010
H: 5.01447 2.55795 -4.75834
H: 4.86058 0.79377 -4.73450
H: 3.49814 1.78567 -5.26865
H: 5.08806 3.54679 -2.89549
H: 3.66523 3.56648 -1.83791
H: 5.03680 2.52161 -1.45571
H: 2.58776 0.14280 -3.29346
H: 2.82606 1.61801 -0.55118
H: 1.51645 -0.40123 0.15337
H: 1.14685 -0.71829 -1.66867
C: -2.70592 -4.68066 3.69932
C: -3.34429 -4.20805 2.54422
C: -2.91731 -3.02831 1.93475
C: -1.85990 -2.27187 2.48706
C: -1.38953 -1.02759 1.84865
C: -1.35078 -0.95757 0.44012
C: -0.91462 0.10023 -0.34824
C: -1.26538 0.25444 -1.74237
C: -0.99805 1.48941 -2.38612
C: -1.20141 1.63339 -3.75214
C: -1.70984 0.55749 -4.50294
C: -1.99246 -0.66375 -3.87317
C: -1.79872 -0.81362 -2.50011
C: -0.97102 0.08015 2.70699
C: 0.09758 0.94652 2.39301
C: 0.42607 2.02041 3.21769
C: -0.30291 2.26293 4.38528
C: -1.34171 1.39317 4.74493
C: -1.67325 0.32180 3.92021
C: -1.23857 -2.75431 3.66791
C: -1.64420 -3.95123 4.25565
H: -3.02674 -5.61465 4.16029
H: -4.17657 -4.76513 2.11434
H: -3.42928 -2.64756 1.04960
H: -1.69986 -1.86187 -0.06473
H: -0.50952 0.99726 0.10881
H: -0.59872 2.31396 -1.79426
H: -0.99184 2.59230 -4.23165
H: -1.91191 0.68484 -5.56828
H: -2.39190 -1.49970 -4.45195
H: -2.02125 -1.76199 -2.01687
H: 0.69734 0.75971 1.50366
H: 1.26385 2.66083 2.94042
H: -0.05443 3.11303 5.01927
H: -1.89264 1.54911 5.67257
H: -2.51014 -0.32933 4.18846
H: -0.41889 -2.17989 4.10952
H: -1.12937 -4.31196 5.14917

Output
Molar mass = 351.5 g/mol
Energy = -1044.73158 a.u.
Net charge = +1

Atom charges from the natural (NBO) analysis, given in e for atoms 1 to 2: -0.66 0.12

ORCA calculation (wB97M-V/def2-TZVPD) on a structure of composition C6H4N3O6 at a distorted geometry.

CARTESIAN COORDINATES (ANGSTROEM)
C: 1.61074 0.20271 0.83415
C: -1.01197 0.46770 -0.12823
C: 0.14956 1.80121 1.76311
C: 0.31508 0.36136 -2.14385
C: -0.18354 -0.78351 -0.16090
C: 0.09211 -1.11875 -1.59661
N: 1.43198 1.20005 1.48035
N: -0.84959 1.41557 0.98956
N: -0.31469 -1.77133 0.83251
O: -0.01034 1.31353 -1.36377
O: -0.72638 -1.49820 1.95832
O: -2.20813 0.34502 -0.43181
O: 0.23221 2.59639 2.66009
O: 0.85481 0.43578 -3.20908
O: 0.16710 -2.87101 0.61209
H: 2.57562 -0.50790 0.70481
H: -0.95412 -1.38151 -1.98349
H: 0.67523 -2.01481 -1.91823
H: -1.84568 1.80771 1.10097

Output
Molar mass = 214.1 g/mol
Energy = -846.65201 a.u.
Net charge = -1

Atom charges from the natural (NBO) analysis, given in e for atoms 1 to 2: 0.27 0.67

ORCA calculation (wB97M-V/def2-TZVPD) on the molecule C5H7I at a distorted geometry.

CARTESIAN COORDINATES (ANGSTROEM)
C: -1.01268 0.59691 -0.14457
C: 0.83157 -1.04025 -0.80090
C: 0.44891 0.23710 -0.09091
C: -0.48457 0.10980 1.12682
C: -0.23838 -2.06386 -0.77587
I: -0.04325 -3.84386 -1.80404
H: -1.24522 1.57692 -0.14710
H: -1.54279 -0.01321 -0.73679
H: 0.86895 -0.79461 -1.80385
H: 1.76767 -1.56797 -0.43941
H: 1.22292 0.96610 -0.31351
H: -0.21087 0.84215 1.96513
H: -0.76459 -0.95418 1.34895

Output
Molar mass = 194.0 g/mol
Energy = -492.21895 a.u.

Atom charges from the natural (NBO) analysis, given in e for atoms 1 to 2: -0.41 -0.64